Below is a structure of composition C55H93BrF2N3O25S, with properties calculated with ωB97M-V with the def2-TZVPD basis set.

Calculated values
LUMO   1.63 eV
Total energy   -7368.73555 Eh
Total charge   -1
HOMO energy   -5.664 eV
Molecular weight   1346.31 g mol⁻¹

The geometry in XYZ format:
```
180
Properties=species:S:1:pos:R:3:mulliken_charge:R:1
C 2.49548 0.46145 4.74872 -1.4704
C 1.24996 1.31337 4.87312 0.1159
O 1.54600 2.43875 5.71937 -0.6035
C 0.77449 1.87988 3.53050 -0.1969
O -0.34063 1.11133 3.09610 -0.1775
C -0.85405 1.11469 1.79019 0.2798
C -0.25804 2.20212 0.89210 -1.0568
O 0.10433 3.25868 1.31091 -0.4335
N -0.20324 1.98279 -0.55790 0.4852
C 0.89418 2.55424 -1.17927 0.4865
O 0.89176 3.20547 -2.16709 -0.5823
F 2.02867 2.21589 -0.55578 -0.1721
C -2.39067 1.47291 1.99949 1.5070
C -3.29016 1.34619 0.78415 -1.1401
C -4.80800 1.52659 1.06114 -1.0553
C -5.60053 0.63888 0.13353 -0.1157
N -6.53610 -0.23592 0.70870 -0.4075
O -5.41476 0.71921 -1.06234 -0.6194
C -2.45792 2.84070 2.72403 -1.2737
C -3.28618 3.95280 2.07816 0.0044
C -2.80895 4.58824 0.84277 -0.5090
O -2.72996 5.24519 2.11642 -0.5930
O -2.85100 0.57479 3.05012 -0.5581
S -2.90288 -1.01035 2.83518 1.5688
O -3.93695 -1.33481 1.91334 -0.5895
O -3.02956 -1.53641 4.15663 -0.7904
C -1.22779 -1.46518 2.16338 0.1561
Br -0.12219 -1.84030 3.72082 0.0290
C -1.35676 -2.85233 1.30956 0.2974
O -2.27295 -2.86325 0.50560 -0.6471
O -0.50075 -3.66984 1.54815 -0.5680
C -0.59436 -0.35465 1.24271 1.3782
C 0.92918 -0.47949 1.12350 0.6980
C 1.64023 -1.79682 0.95067 -1.1183
O 2.49781 -2.20125 1.65729 -0.4740
F 1.34439 -2.41517 -0.20281 -0.0180
N -1.25874 -0.50749 -0.04260 -0.1887
C -0.80160 -0.86535 -1.09628 0.6880
O -0.41184 -1.24813 -2.13493 -0.7096
H 2.53807 -0.25292 5.57055 0.3093
H 3.39339 1.07369 4.76252 0.4323
H 2.51075 -0.10923 3.82121 0.0328
H 0.42432 0.76116 5.32018 0.5114
H 0.87564 2.48000 6.40780 0.3882
H 1.60458 1.85310 2.81917 0.4669
H 0.55995 2.93520 3.68565 0.2373
H -1.01396 2.40632 -1.00293 0.3266
H -3.04042 2.05241 -0.00723 0.6301
H -3.19159 0.37594 0.31846 0.7774
H -5.08110 2.53416 0.74668 0.5125
H -5.07920 1.35201 2.09699 0.4528
H -6.70297 -0.95780 0.01397 0.2959
H -7.43679 0.22367 0.80737 0.2885
H -1.49380 3.31485 2.86650 0.1484
H -2.91690 2.69573 3.69964 0.5149
H -4.36227 3.87655 2.19382 0.8267
H -1.84958 4.32601 0.42716 0.1705
H -3.58985 5.05162 0.25105 0.3339
H 1.25580 0.11897 0.27214 0.7473
H 1.42151 -0.04677 1.98561 -0.9617
C -1.44308 8.63825 0.73478 -0.9321
C -1.80184 8.59388 -0.72948 1.0058
O -2.93212 8.79626 -1.11629 -0.5963
C -0.68733 8.28156 -1.69807 -1.1723
H -2.33011 8.86823 1.31986 0.1731
H -1.05900 7.66599 1.04788 0.2012
H -0.68876 9.40703 0.90950 0.3997
H -0.26055 7.30107 -1.48120 0.2757
H 0.09835 9.03568 -1.62166 0.2785
H -1.08204 8.27929 -2.71147 0.3276
C -8.25896 0.37231 -3.27660 -0.9442
C -8.92001 -0.66976 -2.40971 0.8281
O -8.75986 -0.68542 -1.21196 -0.5282
C -9.78226 -1.69583 -3.10617 -1.1759
H -7.66216 1.03453 -2.65453 0.1607
H -7.60655 -0.10960 -4.00609 0.3140
H -9.01620 0.94979 -3.81100 0.3602
H -9.18683 -2.25378 -3.83020 0.3385
H -10.59934 -1.20084 -3.63363 0.3355
H -10.19264 -2.38505 -2.37227 0.3046
C -5.44158 8.65707 0.99796 -0.4694
C -6.12474 9.81036 1.68443 0.7567
O -6.24756 9.87108 2.88585 -0.5685
C -6.65202 10.90652 0.78494 -1.0881
H -5.10827 7.93707 1.74359 0.2071
H -6.13209 8.16727 0.30925 0.4002
H -4.57658 9.01266 0.43480 -0.0984
H -7.38728 10.49859 0.08970 0.3112
H -5.83397 11.34133 0.20855 0.2821
H -7.11916 11.68048 1.38950 0.3133
C 2.71439 -7.02052 0.25609 -0.5014
C 3.17753 -6.06888 1.33490 0.6272
O 4.31243 -6.10031 1.76321 -0.6649
C 2.13816 -5.09157 1.79499 -0.3202
H 3.52571 -7.67915 -0.04227 0.1461
H 1.88325 -7.62537 0.61494 0.3108
H 2.38165 -6.44090 -0.60716 0.0172
H 1.27794 -5.61678 2.21119 0.4080
H 1.78777 -4.50576 0.94705 -0.2761
H 2.54288 -4.41838 2.54549 0.2031
C -2.94619 4.29754 7.44026 -1.1257
C -1.45365 4.25814 7.65785 0.8685
O -0.80863 3.26647 7.41486 -0.5831
C -0.80518 5.51380 8.18832 -1.1637
H -3.28254 3.33708 7.05745 0.2410
H -3.45666 4.50981 8.38107 0.3891
H -3.19786 5.08028 6.72270 0.3205
H -1.23135 5.77351 9.15875 0.3478
H -0.97666 6.34175 7.49888 0.3275
H 0.26455 5.35258 8.29575 0.3061
C 7.43563 1.99557 3.45458 -1.2595
C 6.17700 1.17465 3.28886 0.8646
O 5.08419 1.63847 3.50788 -0.4973
C 6.34827 -0.25624 2.83731 -0.9042
H 7.17358 2.99882 3.78160 0.3056
H 8.08944 1.53375 4.19621 0.3449
H 7.97132 2.05368 2.50571 0.3501
H 6.95984 -0.80548 3.55514 0.3249
H 6.84251 -0.28631 1.86470 0.3548
H 5.37445 -0.73439 2.75857 0.1043
C -0.38403 13.17063 -1.97291 -1.0739
C 1.06442 12.78905 -2.16996 0.8553
O 1.79641 12.58951 -1.23031 -0.5503
C 1.55421 12.66681 -3.59379 -1.0911
H -0.59973 13.22090 -0.90847 0.2744
H -0.58139 14.14567 -2.42093 0.3556
H -1.03524 12.42556 -2.43334 0.3003
H 1.43585 13.61801 -4.11511 0.3334
H 0.98257 11.90333 -4.12384 0.3069
H 2.60503 12.38859 -3.59119 0.2937
C 1.67893 -12.32970 1.47926 -1.2113
C 2.13498 -10.89556 1.62134 0.7698
O 2.24344 -10.16707 0.66420 -0.4223
C 2.44859 -10.41393 3.01706 -1.0376
H 1.48580 -12.54818 0.43162 0.2978
H 2.44911 -13.00622 1.85345 0.3461
H 0.76534 -12.49018 2.05351 0.3456
H 3.24843 -11.01650 3.45089 0.3425
H 1.56427 -10.49994 3.65059 0.3525
H 2.76436 -9.37393 2.98136 0.1963
C -0.06214 -0.66760 -5.43748 -0.8008
C -0.44018 -1.19979 -6.79693 0.7846
O -1.39191 -0.77341 -7.41140 -0.5926
C 0.43463 -2.29942 -7.35277 -0.8398
H -0.76073 0.11210 -5.14352 0.3166
H -0.09406 -1.46843 -4.69863 0.1166
H 0.94745 -0.25387 -5.46460 0.3533
H 0.42801 -3.16385 -6.68598 0.0818
H 1.46252 -1.94611 -7.44825 0.2822
H 0.06450 -2.59799 -8.33100 0.3428
C 1.15399 -6.12722 -4.55883 -0.9711
C 1.59987 -4.71769 -4.25291 0.6297
O 1.68980 -3.87458 -5.11862 -0.5747
C 1.92823 -4.40969 -2.81197 -0.8573
H 0.94441 -6.21837 -5.62226 0.3323
H 1.93242 -6.84283 -4.28924 0.1267
H 0.25114 -6.36134 -3.99295 0.3355
H 2.73844 -5.05545 -2.46808 0.3906
H 1.05480 -4.58119 -2.17978 0.3181
H 2.23406 -3.37041 -2.71892 0.2887
C 3.55629 -9.83290 -2.00709 -0.9210
C 3.65452 -9.82674 -3.50933 0.8228
O 2.81037 -9.28684 -4.19065 -0.5750
C 4.84863 -10.50856 -4.13445 -1.1598
H 2.65631 -9.31314 -1.69811 0.2370
H 3.51692 -10.85535 -1.63123 0.3100
H 4.42487 -9.33166 -1.57554 0.3769
H 4.86744 -11.56530 -3.86282 0.3856
H 5.76971 -10.03645 -3.78611 0.2292
H 4.78575 -10.41922 -5.21721 0.3037
C 8.62291 -8.87462 -6.16619 -1.1550
C 7.95339 -7.92673 -5.19763 0.8968
O 7.88316 -8.17248 -4.01739 -0.5493
C 7.37398 -6.65973 -5.77904 -1.1288
H 8.99451 -9.74239 -5.62668 0.2955
H 7.90909 -9.20002 -6.92466 0.3101
H 9.45607 -8.37570 -6.66362 0.3726
H 6.61288 -6.90186 -6.52256 0.3207
H 8.15881 -6.07508 -6.26181 0.3536
H 6.92310 -6.06903 -4.98588 0.2935
```